Record 1
This record from OMol25 describes C46H41CoN3O2P as an isolated structure. The level of theory is ωB97M-V with the def2-TZVPD basis set.

Geometry as ORCA input:
```
! RIJCOSX wB97M-V def2-TZVPD def2/J DEFGRID3
* xyz -1 2
Co -0.1052 -0.1919 0.0301
O -3.9186 -1.5570 0.3602
C -2.9222 -0.8590 0.1951
O -1.7337 -1.2823 0.0059
C -3.1597 0.6718 0.1443
P -1.6890 1.7475 0.2837
C -2.3425 3.3629 -0.3390
C -1.5221 4.4954 -0.3419
C -1.9860 5.7266 -0.7773
C -3.2856 5.8602 -1.2441
C -4.1015 4.7416 -1.2881
C -3.6343 3.5100 -0.8471
C -1.3948 2.1174 2.0527
C -0.3516 2.9935 2.3370
C 0.0182 3.2881 3.6402
C -0.6835 2.6853 4.6785
C -1.6462 1.7388 4.3928
C -1.9348 1.3100 3.0773
H -3.9673 0.9514 0.8219
H -3.5257 0.8124 -0.8768
H -0.4962 4.4215 -0.0127
H -1.3240 6.5838 -0.7555
H -3.6545 6.8231 -1.5747
H -5.1147 4.8209 -1.6630
H -4.3019 2.6627 -0.9004
H 0.2114 3.4387 1.5267
H 0.8200 3.9876 3.8417
H -0.4773 2.9512 5.7088
H -2.1723 1.2545 5.2085
H -2.9901 1.0906 2.9384
C 6.4677 2.0594 0.6140
C 6.3705 0.7357 1.3179
C 7.4893 0.1313 1.8724
C 7.4115 -1.0926 2.5226
C 6.1882 -1.7373 2.5993
C 5.0554 -1.1637 2.0418
C 5.1326 0.0808 1.4174
N 4.0223 0.7108 0.8355
C 2.6792 0.3567 0.9963
N 2.3557 0.0770 2.2674
C 1.1227 -0.3695 2.8153
C -0.0161 -0.4763 2.0212
C -1.1991 -0.7038 2.7750
C -1.1155 -1.3718 4.0055
C 0.0468 -1.2898 4.7477
C 1.1610 -0.6708 4.1893
C 2.3759 -0.3847 5.0313
N 1.8570 0.3800 -0.0110
C 2.4895 0.5186 -1.2898
C 3.2632 -0.5245 -1.7929
C 3.8491 -0.4323 -3.0434
C 3.6646 0.7148 -3.8023
C 2.9159 1.7623 -3.2892
C 2.3298 1.6916 -2.0284
C 1.5469 2.8424 -1.4686
H 7.4677 2.4778 0.7189
H 5.7480 2.7745 1.0190
H 6.2602 1.9656 -0.4567
H 8.4438 0.6398 1.7949
H 8.2977 -1.5384 2.9547
H 6.1074 -2.7027 3.0825
H 4.1121 -1.6916 2.0763
H 4.2061 1.1805 -0.0374
H 3.1008 0.2336 2.9233
H -2.0097 -1.1163 2.1879
H -1.9957 -1.8631 4.4071
H 0.1109 -1.6929 5.7533
H 2.1631 -0.5742 6.0828
H 2.6771 0.6661 4.9491
H 3.2427 -0.9968 4.7568
H 3.3702 -1.4259 -1.2017
H 4.4228 -1.2644 -3.4313
H 4.0848 0.7859 -4.7977
H 2.7606 2.6556 -3.8841
H 1.2435 3.5274 -2.2610
H 2.1399 3.4050 -0.7391
H 0.6549 2.4759 -0.9602
C 1.3496 -3.7224 -3.8616
C 1.2381 -3.6535 -2.4552
C 0.7149 -2.5352 -1.8677
C 0.2699 -1.4238 -2.6305
C -0.2102 -0.2423 -1.9689
C -0.7122 0.7335 -2.8054
C -0.7013 0.6293 -4.2169
C -0.1628 -0.4620 -4.8338
C 0.3398 -1.5256 -4.0440
C 0.9042 -2.6855 -4.6322
H 1.7748 -4.6043 -4.3270
H 1.5586 -4.4909 -1.8466
H 0.6151 -2.4880 -0.7871
H -1.1118 1.6553 -2.3880
H -1.1055 1.4422 -4.8129
H -0.1191 -0.5359 -5.9154
H 0.9715 -2.7381 -5.7145
*
```

## Properties
HOMO level (alpha / beta): -4.48 / -4.56 eV
LUMO (alpha / beta): 2.30 / 2.30 eV
max |F|: 4.35 eV/Å
ΔE to the lowest compared entry with this formula, charge and spin: 1.101 eV

***

Record 2
This record from OMol25 describes C32H46F4LaN9O as an isolated structure. The level of theory is ωB97M-V with the def2-TZVPD basis set.

Geometry as ORCA input:
```
! RIJCOSX wB97M-V def2-TZVPD def2/J DEFGRID3
* xyz 2 1
La 0.0991 0.3750 -0.2985
C 3.5603 2.8679 -2.0761
C 2.6951 2.0149 -1.1960
N 2.2617 0.8431 -1.5071
C 2.7337 0.1248 -2.6745
C 1.5782 -0.1912 -3.6259
N 0.5206 -0.9371 -2.9374
C 0.8565 -2.3668 -2.8037
C 1.0220 -2.7930 -1.3439
N -0.0908 -2.2642 -0.5482
C -0.1445 -2.8269 0.8048
C -0.9095 -1.8656 1.7380
N -0.3532 -0.5123 1.7411
C 0.9984 1.0448 3.2391
C 1.3486 1.2301 4.7079
C 1.5734 1.8879 2.3086
C 2.2715 3.0502 2.8358
C 2.9842 3.8757 2.0347
C 3.1237 3.5578 0.6718
C 2.4042 2.4931 0.1728
N 1.5462 1.7468 0.9342
H 4.6138 2.7388 -1.8258
H 3.3070 3.9168 -1.9509
H 3.4317 2.6146 -3.1259
H 3.1637 -0.8139 -2.3068
H 3.5156 0.6521 -3.2273
H 1.9715 -0.7490 -4.4845
H 1.1664 0.7446 -3.9972
H -0.3208 -0.8710 -3.5071
H 1.7848 -2.5938 -3.3373
H 0.0676 -2.9754 -3.2521
H 1.9541 -2.4033 -0.9235
H 1.0675 -3.8911 -1.3097
H -0.9573 -2.5208 -1.0231
H 0.8763 -2.9582 1.1646
H -0.6298 -3.8116 0.8244
H -0.9307 -2.3209 2.7357
H -1.9524 -1.8361 1.3883
H 0.9240 0.4596 5.3404
H 1.0004 2.1810 5.1167
H 2.4321 1.1919 4.8425
H 2.1949 3.2918 3.8801
H 3.4740 4.7495 2.4342
H 3.8033 4.1326 0.0707
C -1.0895 3.6108 2.6086
N -1.5380 2.2256 2.4845
C -2.8454 2.2098 1.8422
C -1.5995 1.5957 3.8064
C -1.1675 0.1232 3.8414
N 0.0992 -0.1448 3.0482
C 1.0244 -1.2104 3.4989
C 2.0966 -1.5135 2.6411
F 2.2014 -0.8915 1.4291
C 3.0540 -2.4648 2.9596
F 4.0214 -2.7112 2.0779
C 3.0066 -3.1672 4.1551
C 1.9492 -2.9039 5.0043
F 1.8230 -3.5661 6.1429
C 0.9677 -1.9617 4.6799
F -0.0433 -1.8182 5.5493
H -1.7970 4.2316 3.1733
H -0.9653 4.0439 1.6176
H -0.1254 3.6516 3.1054
H -3.5730 2.8296 2.3898
H -2.7594 2.6058 0.8286
H -3.2198 1.1885 1.7942
H -0.9717 2.1633 4.4890
H -2.6202 1.6108 4.2157
H -1.0785 -0.1513 4.8862
H -1.9425 -0.4948 3.3920
H 3.7555 -3.9008 4.4087
C -1.7465 4.5954 -2.4320
C -1.4696 3.8371 -3.7399
C -0.4090 2.7998 -3.3413
O -0.4863 2.6553 -1.9202
C -0.7427 3.9820 -1.4488
H -2.7682 4.4284 -2.0933
H -1.5901 5.6658 -2.5328
H -1.0936 4.4880 -4.5249
H -2.3712 3.3523 -4.1081
H 0.5928 3.1579 -3.6114
H -0.5788 1.8233 -3.7969
H 0.1911 4.5607 -1.4431
H -1.1211 3.9060 -0.4304
N -4.7343 0.0050 -1.0063
C -4.4275 0.6031 -2.1875
C -3.0661 0.6463 -2.2374
N -2.5348 0.0908 -1.1023
C -3.5794 -0.2879 -0.3897
H -5.6660 -0.1758 -0.6631
H -5.1734 0.9397 -2.8770
H -2.4483 1.0348 -3.0193
H -3.5404 -0.7746 0.5646
*
```

## Properties
HOMO level: -11.57 eV
LUMO: -4.97 eV
max |F|: 2.90 eV/Å

***

Computed total energy, in the same sequence as the records: -3816.4189; -2245.5528 a.u..